No. 1
The following is a quantum chemistry calculation of one molecule with the formula C3H6N2OS in a non-equilibrium geometry, from the Open Molecules 2025 dataset.

Cartesian coordinates (Å):
C: 2.05118 -0.48933 0.11170
N: 1.04476 0.73126 -0.14797
C: -0.36621 0.60904 -0.12348
O: -1.09037 1.57509 -0.01626
C: -0.93810 -0.73194 -0.21561
N: -2.22204 -0.82732 0.02614
S: -3.45545 0.08411 0.00764
H: 1.67749 -0.97923 1.00460
H: 1.97486 -1.36016 -0.59128
H: 3.05742 -0.05610 0.20121
H: 1.49109 1.68577 -0.00756
H: -0.34920 -1.60459 -0.41051
H: -2.87542 1.36341 0.16139

Properties
DFT total energy ... -700.782001 Eh
ΔE to the lowest compared entry with this formula, charge and spin ... 67.3 kcal/mol
2S+1 ... 1
Kohn-Sham gap ... 8.90 eV
M ... 118.16 Da
Structure (SMILES) ... CNC(=O)/C=N\S
E_HOMO ... -0.32409 hartree

Atomic partial charges in e from the natural (NBO) method, atoms 1 to 8:
1 C -0.42
2 N -0.65
3 C 0.61
4 O -0.63
5 C -0.09
6 N -0.58
7 S 0.39
8 H 0.20


No. 2
The following is a quantum chemistry calculation of a 2-piece molecular cluster, C3H6N2OS overall in a non-equilibrium geometry, from the Open Molecules 2025 dataset.

Cartesian coordinates (Å):
C: -2.14386 -1.01985 -0.41352
C: 1.57505 0.71818 0.02850
C: 0.24183 0.75389 0.87299
N: 1.84012 -0.55737 -0.30350
N: 1.19575 -1.51333 0.23491
O: -2.20380 0.16036 -0.62639
S: -0.04709 -0.96773 1.21850
H: -1.84207 -1.78060 -1.22199
H: 2.09367 1.61787 -0.07911
H: -2.75245 -1.48476 0.43752
H: 0.49092 1.24426 1.79114
H: -0.68739 1.18165 0.46291
H: 2.14539 -0.80678 -1.24120

Properties
DFT total energy ... -700.687054 Eh
ΔE to the lowest compared entry with this formula, charge and spin ... 126.9 kcal/mol
2S+1 ... 1
Kohn-Sham gap (spin up / spin down) ... 7.83 / 7.82 eV
M ... 118.16 Da
E_HOMO (spin up / spin down) ... -0.26708 / -0.26493 hartree

Atomic partial charges in e from the natural (NBO) method, atoms 1 to 8:
1 C 0.23
2 C -0.14
3 C -0.62
4 N -0.26
5 N -0.47
6 O -0.58
7 S 0.48
8 H 0.12


No. 3
The following is a quantum chemistry calculation of a 2-piece molecular cluster, C3H6N2OS overall in a non-equilibrium geometry, from the Open Molecules 2025 dataset.

Cartesian coordinates (Å):
C: 1.77091 -1.90469 1.23566
C: 0.49967 -0.49648 -1.13354
C: -0.40805 0.99505 1.01904
N: 1.59806 -3.00977 1.26236
N: 2.37533 0.30945 0.87604
O: 1.27547 1.90265 -0.74252
S: 1.15837 0.71033 0.06105
H: 0.56335 -1.55673 -0.67096
H: -0.53534 -0.20093 -1.19187
H: 1.02803 -0.43268 -2.06258
H: -0.67404 0.26426 1.74740
H: -0.21478 1.97690 1.40121
H: -1.13496 0.96105 0.27900

Properties
DFT total energy ... -700.585391 Eh
ΔE to the lowest compared entry with this formula, charge and spin ... 190.6 kcal/mol
2S+1 ... 1
Kohn-Sham gap (spin up / spin down) ... 7.68 / 7.70 eV
M ... 118.16 Da
E_HOMO (spin up / spin down) ... -0.40092 / -0.40002 hartree

Atomic partial charges in e from the natural (NBO) method, atoms 1 to 8:
1 C 0.26
2 C -0.84
3 C -0.82
4 N -0.46
5 N -0.65
6 O -0.89
7 S 1.92
8 H 0.27


No. 4
The following is a quantum chemistry calculation of one molecule with the formula C3H6N2OS in a non-equilibrium geometry, from the Open Molecules 2025 dataset.

Cartesian coordinates (Å):
C: 0.38805 -0.54504 0.17808
C: -0.95186 1.48600 0.16367
C: 1.55677 -1.44156 -0.03310
N: -0.68055 -1.05224 0.57962
N: 0.39584 1.02673 0.18918
O: -2.63557 -0.41349 -0.75300
S: -2.07491 -0.00287 0.51999
H: -1.19813 2.35130 0.81593
H: -1.39171 2.01136 -0.80746
H: 2.12377 -1.20174 -0.85923
H: 1.21262 -2.46766 -0.28646
H: 2.13920 -1.17605 0.78349
H: 1.11648 1.42526 -0.49072

Properties
DFT total energy ... -700.768442 Eh
ΔE to the lowest compared entry with this formula, charge and spin ... 75.8 kcal/mol
2S+1 ... 1
Kohn-Sham gap ... 10.14 eV
M ... 118.16 Da
E_HOMO ... -0.34577 hartree

Atomic partial charges in e from the natural (NBO) method, atoms 1 to 8:
1 C 0.48
2 C -0.46
3 C -0.68
4 N -0.67
5 N -0.67
6 O -0.94
7 S 1.39
8 H 0.21


What did the second record say?
The following is a quantum chemistry calculation of a 2-piece molecular cluster, C3H6N2OS overall in a non-equilibrium geometry, from the Open Molecules 2025 dataset.

Cartesian coordinates (Å):
C: -2.14386 -1.01985 -0.41352
C: 1.57505 0.71818 0.02850
C: 0.24183 0.75389 0.87299
N: 1.84012 -0.55737 -0.30350
N: 1.19575 -1.51333 0.23491
O: -2.20380 0.16036 -0.62639
S: -0.04709 -0.96773 1.21850
H: -1.84207 -1.78060 -1.22199
H: 2.09367 1.61787 -0.07911
H: -2.75245 -1.48476 0.43752
H: 0.49092 1.24426 1.79114
H: -0.68739 1.18165 0.46291
H: 2.14539 -0.80678 -1.24120

Properties
DFT total energy ... -700.687054 Eh
ΔE to the lowest compared entry with this formula, charge and spin ... 126.9 kcal/mol
2S+1 ... 1
Kohn-Sham gap (spin up / spin down) ... 7.83 / 7.82 eV
M ... 118.16 Da
E_HOMO (spin up / spin down) ... -0.26708 / -0.26493 hartree

Atomic partial charges in e from the natural (NBO) method, atoms 1 to 8:
1 C 0.23
2 C -0.14
3 C -0.62
4 N -0.26
5 N -0.47
6 O -0.58
7 S 0.48
8 H 0.12